[1]
Computed, not measured: 2 unconnected molecules or ions with the total composition C17H38NO6S, with ωB97M-V/def2-TZVPD.

Total charge: +1
Multiplicity: 1
HOMO level: -11.18 eV
Orbital gap: 8.0448 eV

```
63
Properties=species:S:1:pos:R:3:nbo_charge:R:1
C -4.21 -4.09 -4.25 -0.7490
C 1.14 1.88 4.86 -0.0675
H -2.22 -2.15 -5.19 0.2282
H -3.91 -1.23 -0.70 0.2085
H 2.10 0.27 5.93 0.2149
H -2.33 -2.87 -0.35 0.1989
H -3.69 -4.75 -4.94 0.2661
H -2.28 -1.91 1.15 0.2133
H -1.86 1.36 -4.20 0.2215
H 3.71 -0.39 4.21 0.2164
H -0.39 1.82 2.77 0.1546
H -1.91 2.26 -2.69 0.2323
H -5.13 -4.56 -3.91 0.2811
C 3.23 0.59 4.11 -0.4013
C 2.39 2.87 0.15 -0.4066
H 1.99 1.14 2.41 0.1910
C -1.54 -2.84 -4.70 -0.4282
C 3.90 2.08 2.13 -0.3904
C -2.16 1.30 -3.15 -0.6588
H -0.76 -0.37 -3.06 0.1716
H -2.12 -2.18 -2.79 0.4736
N -2.01 -3.08 -3.31 -0.6306
H 4.47 3.26 0.45 0.2186
H 1.46 2.48 3.99 0.1600
H 3.28 0.02 2.02 0.2042
C -1.50 0.13 -2.42 -0.0738
S 0.28 -1.25 1.07 1.7858
C 3.78 2.43 0.64 -0.4049
H -1.32 -3.61 -2.77 0.4374
C 1.60 1.95 -0.79 -0.4197
C -2.06 -1.91 0.07 -0.1182
H 1.26 -0.23 4.47 0.2034
H 0.55 2.27 -0.80 0.2098
C 3.05 0.91 2.61 -0.4130
H 2.53 0.08 -0.12 0.2171
O 1.50 -2.03 0.98 -0.9192
H 4.16 1.60 0.03 0.1928
C 1.58 0.45 -0.51 -0.0884
O -3.57 -3.98 -1.90 -0.4564
H 3.64 2.98 2.71 0.1951
H 1.36 2.47 5.76 0.1863
H -2.85 0.12 -0.26 0.2049
H 1.96 2.07 -1.82 0.2124
H 1.32 -0.14 -1.40 0.1808
H 2.52 3.80 -0.42 0.2185
C -0.89 2.18 3.68 -0.2453
O 0.57 0.22 0.52 -0.7426
H 4.95 1.86 2.35 0.2103
O -0.66 -1.77 -0.18 -0.7506
H -0.90 3.28 3.67 0.1685
H -0.54 -2.41 -4.66 0.2413
H -0.97 0.45 -1.51 0.2131
C 1.91 0.55 4.89 -0.4201
O -0.26 1.68 4.84 -0.5454
O -2.45 -0.88 -2.07 -0.5810
H 3.91 1.31 4.57 0.2000
H 1.76 3.15 1.01 0.2050
H -3.24 1.18 -3.11 0.2298
H -1.51 -3.79 -5.24 0.2279
H -1.92 1.81 3.69 0.1883
H -4.44 -3.16 -4.77 0.2665
C -2.87 -0.88 -0.70 -0.0929
C -3.39 -3.82 -3.05 0.7540
```

=====

[2]
Computed, not measured: a single C13H11BrO molecule, with ωB97M-V/def2-TZVPD.

Total charge: 0
SMILES: O[C@H]1C2=C\C=C/C=C(/C=C\C=C\2)\C=C/1Br
Multiplicity: 1
HOMO level: -8.04 eV
Orbital gap: 8.4331 eV

```
26
Properties=species:S:1:pos:R:3:nbo_charge:R:1
H 2.07 2.09 1.49 0.2398
O 1.32 2.28 -0.83 -0.7225
C -1.51 -1.78 0.49 -0.1914
C 0.44 1.20 -1.22 -0.0081
C -1.58 0.72 0.07 -0.2212
Br -1.84 2.73 -1.85 0.0044
H 1.51 -0.87 -2.41 0.2168
H 0.03 -2.94 -2.19 0.2087
H 0.41 1.08 -2.32 0.1957
C 1.74 -0.01 0.58 -0.1666
C -1.00 -0.39 0.89 -0.0145
H 2.28 -0.81 1.05 0.2186
H 0.23 1.73 3.09 0.2166
H -2.50 -2.02 0.86 0.2169
C 1.50 1.14 1.55 -0.1703
C 0.34 1.10 2.23 -0.2481
H 1.17 3.11 -1.38 0.4895
C -0.92 1.34 -0.87 -0.0311
H -1.49 -3.47 -0.79 0.2095
C -0.91 -2.56 -0.38 -0.2151
H -0.42 -0.83 2.86 0.2115
C 0.99 -0.10 -0.56 -0.0388
C 1.01 -1.20 -1.46 -0.1908
C -0.43 -0.08 2.10 -0.2339
H -2.59 0.79 0.37 0.2345
C 0.17 -2.27 -1.36 -0.2101
```

=====

[3]
Computed, not measured: a molecular structure, C2H8LiO6S, with ωB97M-V/def2-TZVPD.

Total charge: -1
Multiplicity: 1
HOMO level: -2.46 eV
Orbital gap: 4.2829 eV

```
18
Properties=species:S:1:pos:R:3:nbo_charge:R:1
H 0.53 1.45 3.23 0.2139
H 1.12 -2.79 -2.10 0.1529
H 2.13 0.45 1.89 0.4764
O -2.28 3.04 -0.39 -1.1277
H -0.28 -2.21 -2.77 0.1888
O -0.90 3.15 -2.29 -1.0967
C 0.24 -2.34 -1.85 -0.2280
H 1.28 -0.05 3.80 0.1644
O -2.59 1.45 -2.17 -1.1205
S -1.63 2.28 -1.45 2.6421
H -0.30 -0.43 3.17 0.1922
H 1.53 -1.30 -0.94 0.4717
O 0.66 -1.28 -1.15 -0.7139
Li -0.35 -0.08 0.33 0.9334
C 0.63 0.35 3.03 -0.2830
O 1.33 0.03 1.79 -0.7539
H -0.44 -3.08 -1.35 0.1434
O -0.70 1.36 -0.79 -1.2555
```

=====

[4]
Computed, not measured: a molecular structure, CH2O3P2, with ωB97M-V/def2-TZVPD.

Total charge: 0
Multiplicity: 3
<S²>: 2.01
HOMO level (alpha / beta): -7.28 / -10.05 eV
Orbital gap (alpha / beta): 7.2135 / 6.9994 eV

```
8
Properties=species:S:1:pos:R:3:mulliken_spin:R:1
H 0.91 1.59 -0.94 0.0009
H 0.26 -0.01 -2.56 -0.0003
P -0.13 0.88 -1.54 0.0355
P -0.86 -1.46 1.54 1.1054
O 0.33 -2.26 1.86 0.5269
O -0.18 1.39 1.13 0.0932
O -0.10 -0.35 -0.37 0.0400
C -0.22 0.23 0.87 0.1984
```

=====

[5]
Computed, not measured: a single C3H2Cl2OS2 molecule, with ωB97M-V/def2-TZVPD.

Total charge: 0
Multiplicity: 1
HOMO level (alpha / beta): -10.16 / -10.16 eV
Orbital gap (alpha / beta): 6.4400 / 6.4505 eV

```
10
Properties=species:S:1:pos:R:3:nbo_charge:R:1
H 1.37 0.46 0.52 0.2500
C 0.58 -0.23 0.39 -0.5398
C 0.58 -1.02 -0.91 0.3594
Cl -0.51 1.72 1.89 0.0569
O 1.66 -1.22 -1.38 -0.5193
H 0.58 -0.87 1.16 0.2424
Cl -0.43 1.91 -0.96 -0.0419
S -2.30 0.11 0.43 0.2416
S -0.92 -1.61 -1.59 0.1787
C -0.60 0.76 0.46 -0.2281
```

=====

[6]
Computed, not measured: a molecular structure, C30H27Br2N5O5PdS, with ωB97M-V/def2-TZVPD.

Total charge: 0
Multiplicity: 3
<S²>: 2.01
HOMO level (alpha / beta): -7.15 / -7.57 eV
Orbital gap (alpha / beta): 6.3212 / 6.6782 eV

```
71
Properties=species:S:1:pos:R:3:mulliken_spin:R:1
H -5.66 -1.99 -3.93 -0.0002
H 5.12 -2.52 1.14 -0.0002
H -4.02 -0.32 -4.17 -0.0007
C -3.01 -3.65 -2.56 0.0011
H -0.89 -3.85 -1.39 0.0021
C -2.09 2.02 0.31 -0.0013
C -4.33 -3.45 -3.00 0.0018
C -2.38 -1.28 -3.10 0.0271
H -0.76 -3.56 0.76 -0.0001
O -4.21 2.00 -0.22 0.0000
H -2.17 0.89 6.13 0.0000
N -3.41 2.28 0.67 0.0004
H 1.77 2.79 1.33 0.0000
Pd 0.46 -0.13 -2.27 1.6168
C -1.41 1.93 3.59 0.0000
H -2.23 1.01 -1.67 0.0169
C -1.14 0.51 5.98 0.0000
C 4.37 -2.17 0.46 -0.0002
H -1.15 -0.48 5.46 0.0000
C 1.23 -3.85 1.60 -0.0018
C -4.68 -2.23 -3.55 -0.0006
C 3.79 -0.79 -1.41 -0.0103
C 2.55 -3.49 1.59 0.0039
H 3.10 1.64 -2.25 -0.0141
C 1.33 1.29 -3.50 0.3200
H 2.11 1.44 0.22 -0.0032
H 4.07 3.33 -3.71 -0.0002
N -0.35 1.26 -0.76 0.0895
H -1.40 3.77 2.39 -0.0002
C -1.02 -2.83 -1.69 -0.0134
C 0.06 1.80 0.39 -0.0120
O -3.71 2.81 1.74 0.0002
H 3.25 -3.81 2.36 0.0007
H 0.61 0.24 7.27 0.0000
C 4.73 -1.31 -0.59 0.0030
O -0.17 2.90 5.73 0.0000
C -1.68 1.42 -0.83 -0.0373
C 2.56 1.91 -3.17 -0.1434
C 0.29 -3.27 0.65 0.0055
N -0.17 -1.95 -1.25 0.0315
O 0.91 1.14 4.34 0.0000
H 4.06 -0.19 -2.25 -0.0033
C 3.04 -2.51 0.62 0.0024
H -0.17 1.14 -5.10 -0.0006
H -1.56 0.95 3.09 0.0000
N -0.98 2.19 1.14 0.0017
O -1.56 -0.33 -3.22 0.0887
C -0.86 2.81 2.47 0.0017
H -0.70 1.33 7.80 0.0000
C 0.74 -2.39 -0.33 0.0507
H 0.19 3.04 2.69 0.0000
C -0.50 0.41 7.36 0.0000
H 0.78 -4.56 2.27 0.0001
Br -5.50 -4.97 -2.74 0.0001
H -0.95 -0.38 7.97 0.0000
H 1.51 1.11 1.80 -0.0010
H 5.79 -1.04 -0.66 0.0007
C 1.42 1.80 0.98 0.0029
H 0.72 2.83 -6.43 -0.0016
C 2.45 3.27 -5.19 -0.0079
H -2.72 -4.62 -2.12 -0.0008
C 1.24 2.63 -5.53 0.0166
C 3.13 2.90 -4.03 0.0192
C -3.72 -1.23 -3.68 0.0098
H -2.40 2.11 4.05 0.0000
Br 3.24 4.68 -6.18 0.0006
N 2.55 -1.10 -1.28 0.0596
C 0.75 1.59 -4.73 -0.0518
S -0.29 1.68 4.97 0.0001
C 2.14 -2.01 -0.33 -0.0418
C -2.12 -2.57 -2.51 -0.0274
```

=====

[7]
Computed, not measured: 2 unconnected molecules or ions with the total composition C3H8BrN, with ωB97M-V/def2-TZVPD.

Total charge: 0
Multiplicity: 1
HOMO level (alpha / beta): -8.94 / -8.38 eV
Orbital gap (alpha / beta): 9.1543 / 7.9631 eV

```
13
Properties=species:S:1:pos:R:3:nbo_charge:R:1
Br -2.19 -0.20 -0.19 0.1673
C 0.53 -0.52 0.04 -0.2885
H -1.06 2.83 -0.71 0.1845
H 0.72 2.63 -0.27 0.1758
C 0.36 -2.04 0.06 -0.6209
H 0.18 -2.40 -0.95 0.2141
H 0.59 -0.16 1.08 0.1857
N -0.48 0.13 -0.72 -0.4274
C -0.31 2.49 -0.03 -0.4041
H -0.48 -2.32 0.69 0.2165
H 1.47 -0.26 -0.46 0.2064
H -0.57 2.32 0.99 0.1740
H 1.26 -2.51 0.46 0.2165
```

=====

[8]
Computed, not measured: 6 unconnected molecules or ions with the total composition C51H52FN5O4, with ωB97M-V/def2-TZVPD.

Total charge: 0
SMILES: C#Cc1ccc(CCCCCOC)c2c1C(=O)c1c(Cc3ccccc3)cc(CC(=O)F)cc1C2=O.c1cc[nH]c1.c1cc[nH]c1.c1cc[nH]c1.c1cc[nH]c1.c1cc[nH]c1
Multiplicity: 1
HOMO level: -7.99 eV
Orbital gap: 6.7742 eV

```
113
Properties=species:S:1:pos:R:3:lowdin_charge:R:1
C 0.81 0.13 1.11 -0.1171
H 1.20 8.32 2.67 0.0971
C -0.41 0.13 0.26 -0.0023
C -1.16 -1.13 -0.16 0.0152
C 1.30 -1.23 1.57 0.0040
C -1.06 1.48 -0.26 -0.2591
C 5.19 -7.48 -4.26 -0.1181
C -3.40 0.25 -0.61 0.0087
C 4.84 -6.17 -4.01 -0.1492
H -5.05 4.80 0.62 0.1370
H -2.91 3.61 0.63 0.1204
H 0.78 2.26 1.67 0.1002
H 8.24 -0.44 2.09 0.1053
H -1.07 9.27 3.19 0.1034
H 3.61 2.19 1.09 0.1101
C -6.05 3.89 2.36 -0.3668
C -0.69 -5.09 -5.16 -0.1232
H -9.18 -3.73 2.60 0.0874
F -7.34 4.33 2.74 0.0214
H -6.78 1.37 -0.10 0.1266
C 1.56 1.43 1.55 -0.1431
H -0.69 11.33 4.91 0.0878
H 1.57 7.42 -1.17 0.1484
H 3.79 -0.49 0.66 0.0890
H 8.74 -2.91 1.07 0.0913
H 3.02 -5.32 -3.38 0.1353
H 2.01 -7.61 -3.35 0.1060
H 3.95 -9.34 -4.10 0.0890
C 2.44 6.53 1.76 -0.1350
C -7.49 -2.92 -0.44 -0.0483
O -0.42 2.42 -0.71 0.0885
C -2.73 -5.06 -4.22 -0.1497
H 3.00 6.59 2.68 0.0986
H 2.28 2.97 0.12 0.0907
H 3.74 -3.28 0.44 0.0830
H -3.72 -5.26 -3.82 0.1016
H -1.98 -6.92 -5.08 0.0869
H 5.42 -5.26 -4.08 0.1028
C -2.47 -0.97 -1.05 -0.2383
N 1.69 6.98 -0.28 0.0148
C -7.68 -2.01 2.33 -0.0756
H -6.68 4.03 0.25 0.1297
C -3.43 2.68 0.28 0.0512
C -0.15 9.66 3.60 -0.1417
C 2.66 1.98 0.52 -0.1856
C 6.71 -3.37 1.89 -0.1148
C 2.94 1.05 -0.73 -0.1994
C 5.82 -2.57 2.56 -0.1607
C 1.47 10.78 4.68 -0.1197
C 3.27 -3.51 -0.57 -0.1197
C -4.95 2.61 0.32 -0.1465
C -5.71 3.89 0.82 -0.0625
H 2.37 -4.18 -0.35 0.0911
C -5.69 -1.12 -1.10 -0.1159
H 3.52 1.70 -1.48 0.1148
H -9.05 -4.53 0.13 0.0920
N -2.18 -3.81 -4.13 0.0134
H 3.22 8.23 0.53 0.1131
O -5.31 3.58 3.25 0.1470
H -0.33 -2.93 -4.72 0.1052
H 0.96 -3.50 1.58 0.1135
C -8.42 -3.66 0.46 -0.0744
N 3.53 -6.14 -3.62 0.0030
H -6.14 -0.37 1.77 0.0975
C 0.57 -2.50 1.19 -0.0104
H 6.16 -7.83 -4.58 0.0886
H 6.55 -4.41 1.64 0.0932
H 5.96 -0.53 3.12 0.1423
C 0.07 10.70 4.47 -0.1200
C -6.64 -1.74 0.01 -0.1727
C -0.66 -2.47 0.31 -0.1121
C -2.65 1.50 -0.18 -0.0264
H -3.13 -5.34 -0.26 0.0625
O 2.73 -2.29 -1.12 -0.2382
H 5.00 0.24 -0.58 0.1166
H -5.07 -1.95 -1.53 0.1081
H 0.26 5.41 -0.46 0.1067
H 4.84 -2.77 2.96 0.1003
C 2.58 7.38 0.69 -0.1448
H 1.09 4.77 2.04 0.0882
H 2.20 -1.32 2.24 0.1022
H -7.80 -1.69 3.41 0.0916
N 1.06 9.11 3.29 0.0114
H -7.41 -3.26 -1.52 0.1021
N 6.39 -1.33 2.68 0.0023
C 3.03 -7.42 -3.62 -0.1425
O -2.72 -1.70 -2.00 0.0725
C 1.45 5.58 1.43 -0.1125
H 4.77 -1.91 -1.60 0.1234
C -1.38 -3.79 -0.06 -0.0746
C -5.65 1.35 -0.15 0.0315
H 0.21 -5.42 -5.66 0.0858
H 2.02 0.70 -1.28 0.1095
C 3.77 -1.36 -1.46 -0.2147
H 3.09 9.51 3.81 0.1023
C 7.63 -1.33 2.09 -0.1417
C 3.95 -0.17 -0.41 -0.1556
C -6.75 -1.26 1.42 -0.0304
H -2.62 -3.00 -3.71 0.1065
H 1.99 11.49 5.31 0.0879
C 2.05 9.79 3.94 -0.1471
C 7.85 -2.59 1.59 -0.1103
H 3.49 -0.90 -2.46 0.1272
H 3.94 -4.09 -1.26 0.0863
C -8.50 -3.18 1.89 -0.0831
C -2.28 -4.61 -0.20 0.0994
C 4.04 -8.27 -4.01 -0.1166
C -4.88 0.14 -0.63 -0.1094
H 2.07 1.28 2.55 0.1154
C 1.00 5.88 0.16 -0.1303
C -1.83 -5.88 -4.86 -0.1212
H -6.38 -0.76 -1.93 0.1359
C -0.94 -3.82 -4.70 -0.1402
```

=====

Calculated E (hartree), listed in the same order as above: -1574.614875, -3151.018969, -938.169977, -947.600274, -1907.416094, -7483.282874, -2747.715876, -2648.822509
Calculated strongest force on any atom (Eh/bohr), listed in the same order as above: 0.03269, 0.08155, 0.11887, 0.06005, 0.08759, 0.07164, 0.03771, 0.07458
Calculated M (g mol⁻¹), listed in the same order as above: 384.6, 263.1, 167.1, 124.0, 189.1, 835.9, 138.0, 818.0